[1]
ORCA calculation (wB97M-V/def2-TZVPD) on a structure of composition C18H40OP2PbSi in a non-equilibrium geometry.

total charge	+2
HOMO-LUMO gap (spin up / spin down)	0.2291 / 0.2279	Eh
calculated total energy	-53047.150	eV

Positions of all 63 atoms, in Å:
P1 0.1856 -1.7652 -2.6459
P2 0.3489 1.9345 -1.8747
C1 0.4123 -0.3003 -3.6999
C2 1.1788 0.9093 -3.1509
H1 -0.5870 -0.0157 -4.0470
H2 0.9550 -0.6741 -4.5796
H3 2.1796 0.6117 -2.7945
H4 1.3643 1.6034 -3.9874
C3 -0.0028 3.5305 -2.7034
H5 -0.2952 4.2855 -1.9586
H6 -0.8087 3.4481 -3.4415
H7 0.9022 3.8951 -3.2110
C4 1.6128 2.4620 -0.7040
H8 2.1372 3.3671 -1.0436
H9 2.3713 1.6616 -0.6657
H10 1.1474 2.6803 0.2656
C5 -0.5836 -2.9014 -3.8421
H11 -0.7328 -3.8899 -3.3862
H12 0.0757 -3.0021 -4.7175
H13 -1.5586 -2.5119 -4.1704
C6 1.7930 -2.4380 -2.2426
H14 2.5390 -1.6356 -2.1387
H15 2.0923 -3.0996 -3.0711
H16 1.7405 -3.0265 -1.3158
Pb1 2.3677 0.4267 1.5266
C7 -1.4771 1.3417 -1.5415
C8 -2.2105 0.6120 -2.5578
C9 -3.5420 0.0815 -2.1614
C10 -3.5906 -1.1944 -1.2263
C11 -2.4988 -2.1188 -1.4575
C12 -1.1046 -1.8379 -1.2733
C13 -0.5957 -0.7047 -0.2759
C14 -1.3857 0.5750 -0.1695
C15 2.4087 -1.6528 2.3955
H17 -2.0070 2.2853 -1.3170
H18 -2.1938 1.0151 -3.5540
H19 -4.0981 -0.1971 -3.0758
H20 -4.1192 0.8862 -1.6696
H21 -3.6529 -0.8924 -0.1698
H22 -4.5368 -1.7159 -1.4461
H23 -2.7709 -3.1609 -1.6265
H24 -0.6615 -2.7804 -0.8723
H25 0.4406 -0.4499 -0.5916
H26 -0.4812 -1.1962 0.7023
H27 -2.3953 0.4126 0.2207
H28 -0.9048 1.2401 0.5739
H29 3.4819 -1.8973 2.3580
H30 1.8448 -2.2995 1.7105
H31 2.0314 -1.7146 3.4224
C16 2.4455 -0.0222 6.0708
Si1 1.1772 0.8564 4.9659
C17 -0.3063 -0.3026 4.7915
C18 0.5610 2.3240 5.9908
O1 1.7802 1.2596 3.5108
H32 2.1312 0.0638 7.1217
H33 3.4437 0.4286 5.9833
H34 2.5342 -1.0907 5.8367
H35 -0.5743 -0.7334 5.7651
H36 -1.1716 0.2622 4.4244
H37 -0.1174 -1.1265 4.0943
H38 1.1046 3.2493 5.7597
H39 -0.5086 2.5120 5.8213
H40 0.6847 2.1271 7.0665

Atoms 1-2, force components in eV/Å:
P -2.107 -1.125 -2.088
P -1.383 1.713 -2.478

---

[2]
ORCA calculation (wB97M-V/def2-TZVPD) on a cluster of 6 separate species, C18H41BN7O8 in total.

total charge	+1
HOMO-LUMO gap	0.3006	Eh
calculated total energy	-46815.593	eV

Positions of all 75 atoms, in Å:
O1 5.8539 -1.2714 -1.1956
B1 5.2116 -1.1916 0.0001
O2 5.8154 -1.2491 1.2213
O3 3.8087 -0.8892 -0.0084
C1 2.8763 -1.8137 0.0714
C2 2.8652 -3.1711 0.1414
N1 1.5235 -3.5356 0.1771
C3 0.7453 -2.4683 0.1469
N2 1.5562 -1.4102 0.0800
H1 5.8181 -2.1008 -1.6840
H2 6.0676 -2.1216 1.5434
H3 3.6554 -3.9031 0.1539
H4 1.1822 -4.4838 0.2184
H5 -0.3475 -2.4395 0.1506
H6 1.2342 -0.4539 0.0204
C4 -3.0315 -2.3473 -1.0876
O4 -1.9840 -2.1010 -0.4870
N3 -3.5618 -3.5628 -1.1995
C5 -4.8017 -3.7897 -1.9251
C6 -2.8909 -4.6945 -0.5799
H7 -3.6048 -1.5555 -1.5849
H8 -5.5584 -4.2103 -1.2627
H9 -4.6368 -4.4777 -2.7545
H10 -5.1648 -2.8449 -2.3220
H11 -2.8037 -4.5521 0.4978
H12 -1.8894 -4.8153 -0.9981
H13 -3.4651 -5.5957 -0.7733
C7 -0.5765 -5.6033 3.1554
O5 -1.6873 -6.0242 2.9142
N4 0.5420 -6.3616 3.1775
C8 1.8454 -5.7846 3.4221
C9 0.4165 -7.7915 2.9347
H14 -0.3774 -4.5357 3.3654
H15 2.4899 -5.9579 2.5538
H16 2.3322 -6.2164 4.2974
H17 1.7334 -4.7123 3.5771
H18 -0.0222 -7.9788 1.9545
H19 -0.2310 -8.2506 3.6806
H20 1.4026 -8.2466 2.9848
C10 4.3668 3.6691 3.4897
O6 4.5473 4.0069 4.6388
N5 4.8241 2.5112 2.9605
C11 4.5796 2.1423 1.5862
C12 5.5860 1.6175 3.8164
H21 3.8039 4.2843 2.7660
H22 4.0214 1.2042 1.5376
H23 5.5230 2.0176 1.0471
H24 4.0000 2.9225 1.0959
H25 4.9904 1.3092 4.6762
H26 6.4786 2.1157 4.1942
H27 5.8761 0.7414 3.2403
C13 -3.5068 1.4402 -2.8697
O7 -2.9584 0.4940 -3.4139
N6 -2.9006 2.2828 -2.0211
C14 -3.5890 3.4023 -1.3950
C15 -1.4999 2.0606 -1.7215
H28 -4.5687 1.6832 -3.0375
H29 -3.1331 4.3565 -1.6518
H30 -3.5714 3.2922 -0.3091
H31 -4.6246 3.4185 -1.7276
H32 -0.8976 2.1076 -2.6298
H33 -1.3596 1.0714 -1.2773
H34 -1.1663 2.8261 -1.0248
C16 -3.6435 7.6217 -1.7487
O8 -3.5761 6.4552 -1.3978
N7 -3.1573 8.0911 -2.9089
C17 -3.2628 9.4880 -3.2820
C18 -2.5065 7.1601 -3.8145
H35 -4.1205 8.3959 -1.1277
H36 -3.8295 9.5995 -4.2077
H37 -2.2737 9.9264 -3.4243
H38 -3.7749 10.0347 -2.4931
H39 -3.1952 6.3690 -4.1123
H40 -1.6465 6.6941 -3.3325
H41 -2.1753 7.7001 -4.6977

Atoms 1-2, force components in eV/Å:
O -0.050 -0.419 0.337
B 0.088 0.050 -0.032

---

[3]
ORCA calculation (wB97M-V/def2-TZVPD) on a structure of composition C18H41ErN2O2P3 in a non-equilibrium geometry.

total charge	+3
expectation value of S²	3.75
HOMO-LUMO gap (spin up / spin down)	0.1755 / 0.1781	Eh
calculated total energy	-81869.106	eV
2S+1	4

Positions of all 67 atoms, in Å:
Er1 -0.7436 0.0145 -3.0830
P1 -0.4870 1.0160 2.7328
P2 -3.0551 -0.6683 -1.9239
P3 2.6180 1.3759 0.1765
H1 -3.0646 0.7318 -4.4992
C1 -2.0272 0.6226 -4.8364
C2 -1.4216 -0.6151 -5.1326
H2 -1.9464 -1.5803 -5.0930
C3 -1.3089 2.0805 3.9160
C4 -1.5155 -0.3875 2.2759
C5 1.0769 0.3617 3.3206
C6 -4.6267 -1.0703 -2.7686
C7 -2.9705 -2.0220 -0.7236
C8 -3.5877 0.7177 -0.8625
C9 3.5895 1.9541 -1.2736
C10 4.0288 0.9632 1.2863
C11 2.2375 3.0665 0.8103
H3 -1.5405 1.5540 -5.1735
H4 -0.5241 -0.6393 -5.7648
H5 -1.3750 1.6095 4.9046
H6 -2.3165 2.3060 3.5479
H7 -0.7516 3.0223 3.9995
H8 -1.9483 -0.8472 3.1810
H9 -0.9203 -1.1443 1.7419
H10 -2.3367 -0.0529 1.6324
H11 0.9427 -0.2003 4.2563
H12 1.7926 1.1741 3.4916
H13 1.4898 -0.3188 2.5674
H14 -5.3838 -1.2847 -2.0035
H15 -4.4906 -1.9343 -3.4311
H16 -4.9762 -0.2196 -3.3665
H17 -3.9326 -2.1100 -0.2022
H18 -2.1882 -1.8430 0.0199
H19 -2.7700 -2.9719 -1.2329
H20 -4.5317 0.4653 -0.3483
H21 -3.7447 1.6113 -1.4848
H22 -2.8075 0.9592 -0.1259
H23 4.5603 2.3445 -0.9270
H24 3.0376 2.7360 -1.8138
H25 3.7589 1.1102 -1.9572
H26 4.7572 1.7841 1.2833
H27 4.4972 0.0459 0.9078
H28 3.6629 0.7749 2.3024
H29 3.1781 3.6357 0.8907
H30 1.7534 3.0088 1.7968
H31 1.5532 3.5716 0.1114
C12 -0.2590 2.5902 -1.8012
C13 -0.5532 3.9376 -1.4662
C14 0.0461 4.9770 -2.1724
C15 0.8839 4.7207 -3.2756
C16 1.0533 3.4160 -3.7291
C17 0.4848 2.3322 -3.0372
O1 -0.5665 1.6004 -0.9629
H32 -0.2783 1.7998 1.5692
H33 -1.2146 4.1140 -0.6223
H34 -0.1387 6.0206 -1.8989
H35 1.3994 5.5595 -3.7543
H36 1.6404 3.1951 -4.6395
H37 0.9519 1.3323 -3.2989
N1 2.0444 -2.0611 -0.9985
C18 0.8777 -2.4137 -1.5527
N2 0.2459 -3.5317 -1.1535
O2 0.3504 -1.6806 -2.4759
H38 2.4988 -2.6374 -0.2984
H39 2.4869 -1.1958 -1.2896
H40 -0.6173 -3.8152 -1.5955
H41 0.6873 -4.1227 -0.4636

Atoms 1-2, force components in eV/Å:
Er 3.529 1.471 6.958
P 0.148 0.083 -0.251

---

[4]
ORCA calculation (wB97M-V/def2-TZVPD) on a structure of composition C18H41IrN2OP3S in a non-equilibrium geometry.

total charge	+3
expectation value of S²	6.02
HOMO-LUMO gap (spin up / spin down)	0.1238 / 0.0603	Eh
calculated total energy	-65867.374	eV
2S+1	5

Positions of all 67 atoms, in Å:
Ir1 -0.0059 0.9634 0.0680
P1 -0.3867 2.5130 2.2916
P2 2.0146 0.1541 0.4179
P3 -1.3222 -0.5999 0.8023
H1 -0.6072 1.5575 -2.6240
C1 -1.1369 1.1240 -1.7610
C2 -1.9005 2.0383 -0.9675
H2 -1.8645 3.1300 -1.1898
C3 0.1122 4.2141 2.4876
C4 0.4260 1.8712 3.7385
C5 -2.1345 2.5909 2.6311
C6 2.5192 -0.9032 -0.9645
C7 3.5101 1.1091 0.7390
C8 2.1145 -1.0174 1.8127
C9 -3.0953 -0.4974 0.4641
C10 -1.3018 -1.1082 2.5252
C11 -0.8503 -2.0802 -0.1182
H3 -1.5673 0.1365 -1.9471
H4 -2.7989 1.7104 -0.4277
H5 -0.3970 5.0145 1.5640
H6 1.2042 4.4021 2.3175
H7 -0.3470 4.6904 3.3588
H8 1.5106 1.9688 3.6345
H9 0.1248 0.8441 3.9174
H10 0.0726 2.5195 4.5480
H11 -2.6949 3.1137 1.8483
H12 -2.2120 3.1532 3.5701
H13 -2.5506 1.5902 2.7851
H14 3.4664 -1.3916 -0.7020
H15 2.6724 -0.3019 -1.8678
H16 1.7712 -1.6748 -1.1770
H17 4.3357 0.3930 0.8770
H18 3.4045 1.7048 1.6543
H19 3.7571 1.7705 -0.0991
H20 3.1319 -1.4307 1.8029
H21 1.4090 -1.8492 1.7196
H22 1.9576 -0.5011 2.7679
H23 -3.5058 -1.4671 0.7698
H24 -3.3001 -0.3430 -0.6001
H25 -3.5745 0.2938 1.0508
H26 -1.8534 -2.0573 2.5637
H27 -1.8185 -0.3785 3.1585
H28 -0.2886 -1.2747 2.9020
H29 -1.5752 -2.8572 0.1458
H30 0.1533 -2.4234 0.1498
H31 -0.8970 -1.8948 -1.1981
C12 1.1188 -5.5547 -2.8943
C13 1.4366 -6.1286 -4.1484
C14 0.4853 -6.0889 -5.1675
C15 -0.7687 -5.4923 -4.9573
C16 -1.0697 -4.9283 -3.7074
C17 -0.1300 -4.9555 -2.6725
O1 1.9968 -5.5440 -1.8485
H32 2.8207 -5.9901 -2.1329
H33 2.4157 -6.5895 -4.2995
H34 0.7247 -6.5296 -6.1395
H35 -1.5070 -5.4675 -5.7638
H36 -2.0409 -4.4626 -3.5327
H37 -0.3446 -4.5273 -1.6914
N1 1.0590 5.7322 0.1150
C18 -0.1722 5.1816 0.2247
N2 -1.3198 5.7018 -0.2281
S1 0.0517 3.3329 -0.0250
H38 1.1244 6.7088 -0.0809
H39 1.9180 5.2192 0.1885
H40 -2.1555 5.1819 -0.2699
H41 -1.3245 6.6811 -0.4084

Atoms 1-2, force components in eV/Å:
Ir -1.364 5.036 -0.814
P 0.161 -0.802 -0.045

---

[5]
ORCA calculation (wB97M-V/def2-TZVPD) on a cluster of 11 separate species, C18H41N12O22 in total in a non-equilibrium geometry.

total charge	+1
HOMO-LUMO gap	0.2563	Eh
calculated total energy	-82222.934	eV

Positions of all 93 atoms, in Å:
C1 1.1514 -1.6891 -1.8089
C2 -0.1037 -2.4191 -2.2538
N1 -0.9903 -2.7416 -1.1010
C3 -2.3520 -2.7398 -1.4559
C4 -2.9663 -3.9588 -1.7049
N2 -4.2643 -4.0034 -2.0554
C5 -5.0247 -2.9045 -2.1627
C6 -4.4758 -1.6623 -1.9148
C7 -3.1332 -1.5864 -1.5659
C8 -2.4978 -0.2855 -1.1807
O1 -2.1922 -0.1305 -0.0434
O2 -2.2511 0.6243 -2.1086
H1 1.0045 -0.6143 -1.8383
H2 1.9584 -1.9035 -2.4998
H3 1.4439 -2.0216 -0.8203
H4 0.1509 -3.3403 -2.7681
H5 -0.6191 -1.7944 -2.9914
H6 -0.8324 -2.0751 -0.3519
H7 -2.4250 -4.8844 -1.6187
H8 -4.6932 -4.9041 -2.2281
H9 -6.0561 -3.0330 -2.4429
H10 -5.0853 -0.7770 -1.9801
H11 -2.7373 0.4235 -2.9221
C9 0.1913 -2.9247 3.0084
N3 1.0880 -2.9957 1.8217
O3 1.1370 -4.0372 1.1981
O4 1.7188 -1.9940 1.5477
H12 -0.2948 -3.8849 3.1292
H13 0.8028 -2.6875 3.8713
H14 -0.5295 -2.1332 2.8261
C10 -0.6244 2.8863 -0.4466
N4 -0.5455 4.3319 -0.7667
O5 -1.3896 5.0652 -0.2775
O6 0.3424 4.6939 -1.5002
H15 -1.4733 2.7270 0.2048
H16 -0.7463 2.3530 -1.3809
H17 0.3048 2.6075 0.0447
C11 0.0989 -2.3996 -6.8230
N5 1.1588 -2.2772 -5.7845
O7 1.8375 -1.2774 -5.7789
O8 1.2793 -3.2102 -5.0120
H18 0.1151 -1.5060 -7.4352
H19 0.3223 -3.2869 -7.4081
H20 -0.8498 -2.5113 -6.3067
C12 3.3212 5.3075 -0.3812
N6 4.5870 5.4190 0.3935
O9 5.1839 6.4731 0.3595
O10 4.9356 4.4347 1.0135
H21 3.1323 6.2495 -0.8787
H22 3.4520 4.5006 -1.0962
H23 2.5313 5.0770 0.3233
C13 -2.0600 3.1104 3.0683
N7 -0.7769 3.2485 3.8109
O11 -0.1553 4.2815 3.6694
O12 -0.4419 2.3102 4.4987
H24 -2.2236 4.0170 2.4961
H25 -1.9666 2.2444 2.4195
H26 -2.8488 2.9584 3.7984
C14 -2.8553 5.3769 -3.2904
N8 -2.9130 4.0010 -3.8581
O13 -2.1203 3.1731 -3.4395
O14 -3.7475 3.7781 -4.7050
H27 -2.0670 5.4142 -2.5518
H28 -2.6562 6.0609 -4.1096
H29 -3.8233 5.5829 -2.8442
C15 -0.6386 7.6977 2.1947
N9 -0.0758 7.5964 0.8206
O15 0.9443 6.9524 0.6757
O16 -0.6772 8.1617 -0.0642
H30 0.0008 7.1416 2.8697
H31 -0.6708 8.7514 2.4538
H32 -1.6396 7.2790 2.1626
C16 0.2932 -1.3601 7.6889
N10 -0.1720 -2.0192 6.4413
O17 -0.8562 -1.3764 5.6725
O18 0.1748 -3.1703 6.2591
H33 -0.0887 -0.3463 7.7012
H34 -0.0846 -1.9394 8.5255
H35 1.3775 -1.3777 7.6709
C17 3.2060 -6.3942 -4.7194
N11 2.7101 -7.0071 -5.9829
O19 2.0345 -6.3139 -6.7187
O20 3.0048 -8.1630 -6.1847
H36 2.8590 -5.3678 -4.6802
H37 2.8054 -6.9786 -3.8970
H38 4.2903 -6.4428 -4.7314
C18 4.3191 -4.4726 7.1055
N12 3.5200 -3.2297 7.2768
O21 2.9491 -3.0587 8.3333
O22 3.4805 -2.4638 6.3362
H39 4.2539 -5.0494 8.0198
H40 3.8978 -5.0131 6.2637
H41 5.3414 -4.1730 6.8965

Atoms 1-2, force components in eV/Å:
C -0.144 -0.199 -0.203
C 0.241 -0.104 -0.186

---

[6]
ORCA calculation (wB97M-V/def2-TZVPD) on a structure of composition C18H41N2OP3RuS in a non-equilibrium geometry.

total charge	+3
expectation value of S²	8.79
HOMO-LUMO gap (spin up / spin down)	0.1884 / 0.1516	Eh
calculated total energy	-65612.406	eV
2S+1	6

Positions of all 67 atoms, in Å:
Ru1 0.0344 -0.0210 0.6429
P1 0.4565 -1.9965 -0.3437
P2 2.1680 -0.1292 1.7847
P3 -2.2840 0.3167 0.4826
H1 1.8036 1.7522 -0.5661
C1 0.7452 1.8163 -0.3047
C2 0.2858 2.2442 0.9711
H2 1.0123 2.5899 1.7089
C3 1.5688 -1.9418 -1.7851
C4 1.2422 -3.3487 0.6212
C5 -1.0798 -2.8749 -0.7945
C6 2.6251 1.3018 2.8515
C7 2.6725 -1.4421 2.9827
C8 3.5623 -0.1750 0.5978
C9 -2.9478 1.8449 1.2725
C10 -3.4003 -0.8696 1.3579
C11 -3.0725 0.3817 -1.1767
H3 0.0837 2.0415 -1.1398
H4 -0.6603 2.7889 0.9588
H5 1.0133 -2.3045 -2.6638
H6 2.4471 -2.5885 -1.6112
H7 1.9051 -0.9136 -1.9777
H8 1.0330 -4.3027 0.1153
H9 0.8446 -3.4038 1.6405
H10 2.3297 -3.2149 0.6535
H11 -0.8363 -3.7776 -1.3718
H12 -1.7558 -2.2463 -1.3815
H13 -1.6087 -3.1860 0.1152
H14 3.4997 1.0429 3.4659
H15 1.7921 1.5630 3.5191
H16 2.8842 2.1576 2.2185
H17 3.7628 -1.3599 3.1052
H18 2.4521 -2.4499 2.6251
H19 2.1987 -1.3130 3.9667
H20 4.4640 0.1825 1.1178
H21 3.3457 0.4837 -0.2512
H22 3.7280 -1.1991 0.2348
H23 -4.0450 1.8776 1.1788
H24 -2.5346 2.7325 0.7787
H25 -2.6893 1.8543 2.3413
H26 -4.4475 -0.5858 1.1768
H27 -3.2113 -0.8259 2.4382
H28 -3.2545 -1.8984 1.0118
H29 -4.1229 0.6898 -1.0365
H30 -3.0427 -0.6065 -1.6604
H31 -2.5716 1.1149 -1.8243
C12 -0.3463 1.0278 -3.9062
C13 0.2319 0.4409 -5.0388
C14 -0.0017 0.9630 -6.3080
C15 -0.8143 2.0824 -6.4687
C16 -1.5243 2.5814 -5.3717
C17 -1.2665 2.0991 -4.0809
O1 0.2370 0.7161 -2.6962
H32 -0.3504 0.2698 -1.9930
H33 0.9203 -0.3831 -4.8664
H34 0.5012 0.4928 -7.1599
H35 -0.9160 2.5371 -7.4597
H36 -2.2468 3.3975 -5.5111
H37 -1.7391 2.5601 -3.2133
N1 -0.2560 1.0748 4.1793
C18 -0.1711 -0.2731 4.1233
N2 0.2746 -0.9314 5.2037
S1 -0.5706 -1.1347 2.6794
H38 -0.2492 1.5267 5.0907
H39 -0.7218 1.5422 3.4044
H40 0.2706 -1.9417 5.2599
H41 0.3427 -0.4495 6.0862

Atoms 1-2, force components in eV/Å:
Ru 1.007 0.090 -0.240
P 0.157 -3.404 -0.587